Entry 1:
The following is a DFT calculation (ωB97M-V/def2-TZVPD) of a molecular structure, C5H12NO in a non-equilibrium geometry.

ORCA input file:
```
! RIJCOSX wB97M-V def2-TZVPD def2/J DEFGRID3
* xyz -1 1
H 0.12983 1.18028 0.56624
C 0.08513 -0.55592 -1.65949
H 0.11620 3.30925 2.43839
H -0.66127 -3.43093 -2.24362
H -1.48088 -3.42725 0.02905
N 0.35383 -1.20821 -0.75188
H -3.04281 -2.90910 -0.66538
H 0.28203 0.99489 2.31974
H -1.03959 -1.66530 -0.60258
C 0.91966 3.00360 1.71561
H 0.65436 3.62062 0.76480
C -1.98285 -2.61523 -0.66393
H -2.08808 -4.02321 -2.63509
C -1.72070 -3.08625 -2.13845
C 0.70814 1.47141 1.43904
H 1.69822 1.03257 1.32272
H -0.67075 -0.62725 -2.51422
H -1.89021 -2.14561 -2.69274
O 2.17602 3.32374 2.04579
*
```

**Lowest unoccupied orbital energy**: 0.0860 hartree
**Gap between HOMO and LUMO**: 4.1 eV
**Energy relative to the best compared isomer or geometry (same formula, charge and spin)**: 126.2 kcal per mole
**HOMO level**: -1.80 eV

---

Entry 2:
The following is a DFT calculation (ωB97M-V/def2-TZVPD) of 2 unconnected molecules or ions with the total composition C2H3NP2 in a non-equilibrium geometry.

ORCA input file:
```
! RIJCOSX wB97M-V def2-TZVPD def2/J DEFGRID3
* xyz 0 1
N 3.02341 0.81046 -0.20946
C 2.04697 0.25968 -0.15500
H -2.87568 1.81614 0.57507
H 0.07115 -1.24509 -1.13841
H 0.45463 -1.84541 0.49990
P -2.00472 1.12547 -0.40519
C 0.00087 -1.08147 -0.04638
P -0.71663 0.16022 0.87947
*
```

**Lowest unoccupied orbital energy (spin up / spin down)**: -0.1056 / -0.1057 hartree
**Gap between HOMO and LUMO (spin up / spin down)**: 6.8 / 6.8 eV
**Energy relative to the best compared isomer or geometry (same formula, charge and spin)**: 95.3 kcal per mole
**HOMO level (spin up / spin down)**: -9.68 / -9.65 eV

---

Entry 3:
The following is a DFT calculation (ωB97M-V/def2-TZVPD) of a molecular structure, C2H4NO2S in a non-equilibrium geometry.

ORCA input file:
```
! RIJCOSX wB97M-V def2-TZVPD def2/J DEFGRID3
* xyz 1 1
O -1.22171 2.09446 -0.13697
H 1.20909 0.87088 -0.69153
H 0.82703 0.97376 0.86434
H 0.89534 -1.36495 -1.01623
C 0.52580 0.51911 0.01342
C 0.62902 -1.00404 -0.01450
O -1.86556 -0.27189 0.28427
N -0.77107 1.06005 -0.28576
S -1.14392 -1.55586 0.00180
H 0.91599 -1.32150 0.98117
*
```

**Lowest unoccupied orbital energy (spin up / spin down)**: -0.2596 / -0.2297 hartree
**Gap between HOMO and LUMO (spin up / spin down)**: 8.0 / 8.7 eV
**Energy relative to the best compared isomer or geometry (same formula, charge and spin)**: 71.6 kcal per mole
**HOMO level (spin up / spin down)**: -15.05 / -14.98 eV

---

Entry 4:
The following is a DFT calculation (ωB97M-V/def2-TZVPD) of a molecular structure, C11H20F10N4NaO12S6 in a non-equilibrium geometry.

ORCA input file:
```
! RIJCOSX wB97M-V def2-TZVPD def2/J DEFGRID3
* xyz -1 1
O 6.28338 -2.86637 2.16387
C 8.96497 -8.65312 -0.75341
S 11.59809 -0.92646 -1.15748
O 13.17573 -0.55664 1.54824
C 8.04649 -7.93898 1.91564
H 7.62683 -10.06106 1.36531
H 8.00157 -8.10560 2.99582
F 14.47658 -4.37265 1.94245
H 11.22426 -9.11827 2.00774
S 12.12273 -5.66582 -2.33888
F 11.04439 -1.04005 2.49181
O 12.42375 -7.04392 -2.65997
O 13.20027 -6.84750 1.00940
O 12.94722 -4.68042 -2.99758
H 10.14334 -7.91284 4.31062
C 10.36948 -5.38204 -3.00493
H 12.05462 -6.01405 4.02869
C 10.15194 -9.28868 1.90167
F 8.47559 -3.38692 2.97292
C 7.48058 -8.79400 -0.36787
H 6.23478 -8.94019 1.31591
O 5.78076 -5.70790 0.49043
F 7.52210 -5.58085 -1.09730
H 7.55342 -6.97254 1.82333
F 12.31117 -4.07480 1.78364
N 7.99126 -4.53383 0.94344
C 13.46276 -4.23197 1.11388
C 10.02055 -6.90423 3.91088
O 11.36222 0.96327 1.17694
N 9.49289 -7.99164 1.60545
H 6.88074 -7.90746 -0.59414
H 10.76999 -7.68526 -0.10491
Na 10.19819 -3.87601 0.25894
F 9.70173 -6.52706 -2.87107
O 6.71230 -4.96045 3.24644
C 10.17781 -6.88267 2.38610
S 13.32775 -5.77524 0.04704
H 11.29340 -6.37094 5.52121
O 6.26648 -3.65374 -0.79101
S 11.77591 -0.41080 1.22378
H 10.66305 -4.96985 4.63664
H 9.78134 -5.94694 2.02142
N 11.86578 -5.47402 -0.79230
S 6.72630 -4.70316 0.05658
H 9.06690 -6.52415 4.27752
F 9.74428 -4.40048 -2.38609
F 10.45624 -5.08341 -4.28051
O 14.52324 -5.81597 -0.74525
O 13.00673 -1.13289 -1.40053
H 11.24178 -6.98239 2.17518
H 9.72442 -9.72191 2.80140
N 11.11592 -1.53752 0.17008
H 9.02492 -8.23284 -1.75976
H 7.02269 -9.53341 -1.02837
F 13.64750 -3.21103 0.32604
H 10.14216 -10.03303 1.10901
F 10.93569 -2.00378 -2.15111
H 9.42914 -9.63432 -0.85014
H 9.31225 -6.65207 -0.00627
O 11.01600 0.30923 -1.58611
S 7.15125 -3.98856 2.28702
C 7.30708 -9.04118 1.15159
C 9.71069 -7.65148 0.14617
C 11.08840 -5.96304 4.52870
*
```

**Lowest unoccupied orbital energy**: 0.0540 hartree
**Gap between HOMO and LUMO**: 8.8 eV
**HOMO level**: -7.31 eV

---

Entry 5:
The following is a DFT calculation (ωB97M-V/def2-TZVPD) of a single C3H5ClFN molecule in a non-equilibrium geometry.

ORCA input file:
```
! RIJCOSX wB97M-V def2-TZVPD def2/J DEFGRID3
* xyz 0 1
C -0.88765 -1.41329 0.16095
H -0.11478 2.25769 0.16376
H 1.77319 2.27273 0.29330
H -0.98354 -1.14287 1.26362
N -0.36898 -0.21769 -0.58411
C 0.86671 1.78611 0.20866
H -1.62605 -1.87816 -0.41922
H -0.20282 -2.23074 0.19199
C 0.77718 0.43073 -0.18584
Cl 2.18569 -0.52294 -0.32191
F -1.41895 0.65843 -0.77118
*
```

**Lowest unoccupied orbital energy**: 0.0319 hartree
**Gap between HOMO and LUMO**: 9.5 eV
**Energy relative to the best compared isomer or geometry (same formula, charge and spin)**: 57.1 kcal per mole
**HOMO level**: -8.68 eV

---

Entry 6:
The following is a DFT calculation (ωB97M-V/def2-TZVPD) of a molecular structure, C54H38Cl3MgN7O2S2 in a non-equilibrium geometry.

ORCA input file:
```
! RIJCOSX wB97M-V def2-TZVPD def2/J DEFGRID3
* xyz 2 1
H 18.32817 8.31772 8.75916
H 16.26401 13.54040 7.27218
H 21.33541 17.11272 10.91750
H 14.42295 14.85058 17.68880
H 16.86646 16.00806 9.76956
C 11.72849 11.04744 13.72443
H 22.37794 11.37887 7.86226
C 17.15187 11.59909 12.98546
H 14.81324 8.03175 14.99548
H 12.92238 11.17336 15.41620
C 16.72312 11.28607 9.66015
C 15.46468 9.51744 13.68748
C 21.24148 11.24435 9.68600
H 14.77110 14.58770 9.01961
H 11.31346 9.52674 15.24014
C 21.18882 16.34103 13.61165
C 12.74864 11.55443 14.44814
C 13.88019 18.98933 14.12928
C 13.63139 12.50877 13.90731
Cl 14.38567 19.90918 15.49747
C 14.47135 9.49577 11.44568
N 19.98275 17.01349 9.42729
C 16.42836 9.98912 14.62644
N 15.66251 17.26170 13.38025
C 12.29927 12.43173 11.89608
Cl 12.45856 18.02957 14.50464
C 22.20995 10.66066 8.66793
S 18.26333 13.05422 12.74524
C 17.80174 15.38369 16.00882
S 14.47570 13.97728 11.68808
C 16.84030 11.91847 8.42521
C 15.42751 14.89381 17.24005
H 9.90755 10.52299 14.62257
C 19.45606 16.50625 11.72667
N 16.50027 15.02092 18.01655
C 17.27136 10.97005 14.24891
C 14.60754 8.45065 13.98442
C 16.18556 11.25073 12.10800
H 18.10333 11.23532 14.95163
C 13.69570 7.98482 13.12692
C 22.87221 16.04214 15.51541
C 17.28902 9.97054 9.74229
C 18.72440 16.84555 9.14204
H 19.80238 10.69030 12.76106
C 20.86583 10.55104 10.86190
C 15.36086 13.70389 9.20423
O 18.98986 13.16078 14.06405
C 19.63158 12.97163 10.32058
Cl 13.60302 19.96220 12.66910
C 15.46774 13.08846 10.49097
H 14.46412 12.91392 14.47478
C 19.36511 12.31642 11.52685
H 14.28958 9.95727 10.47320
C 13.38059 12.86869 12.58733
H 17.52482 11.76700 6.40627
H 18.57497 15.27135 18.00346
C 11.46883 11.49149 12.45876
H 18.57802 9.55026 6.64948
C 15.36983 10.10852 12.38567
N 18.16692 16.23003 11.43872
C 23.27183 15.00844 16.34886
H 20.76624 13.05420 8.50137
N 25.44633 16.00511 16.54472
C 19.87350 16.29629 13.13499
C 21.42885 16.00972 14.94451
C 14.93302 18.06718 13.70568
C 19.92543 11.06029 11.77553
C 15.53642 14.93746 15.85096
H 21.80550 9.70520 8.26139
Mg 16.96470 15.57832 13.22318
C 25.10466 16.91030 15.61878
H 22.01480 16.57481 12.97471
H 19.08569 13.86318 10.05554
H 10.69768 11.05888 11.84295
C 20.32982 15.61910 15.75669
C 17.99536 9.40760 8.73816
C 13.64492 8.48674 11.84026
C 18.13799 10.07380 7.51557
N 18.85503 16.03327 13.98396
H 10.61975 9.17989 13.69472
H 23.13357 10.35430 9.21944
C 24.55331 15.10362 16.85833
H 23.60928 17.77792 14.40284
H 20.48212 15.28851 16.81407
H 25.90161 17.63188 15.37485
H 12.10467 12.76209 10.87432
H 14.67800 14.96656 15.19043
H 21.27765 9.53664 11.08452
H 16.57687 9.53254 15.60203
N 16.69757 15.22349 15.28365
C 20.30367 16.88265 10.72246
H 18.40525 17.08307 8.12564
C 16.13092 11.91124 10.77586
H 17.18304 9.41596 10.61078
C 10.80137 10.02516 14.39510
C 17.77420 16.42285 10.14096
C 16.11792 13.11883 8.23338
C 19.04129 15.69214 15.24593
C 17.69045 15.19854 17.36734
C 20.58150 12.46123 9.40447
H 12.97904 7.26858 13.48691
C 17.59835 11.29547 7.37273
H 24.85713 14.51096 17.69847
H 22.56403 14.23165 16.61876
H 12.92737 8.02326 11.21473
O 15.36338 14.55435 12.74870
C 23.84114 16.99007 15.06765
*
```

**Lowest unoccupied orbital energy**: -0.2113 hartree
**Gap between HOMO and LUMO**: 7.0 eV
**Energy relative to the best compared isomer or geometry (same formula, charge and spin)**: 0.0 kcal per mole
**HOMO level**: -12.78 eV